# 1
{"formula": "C52H92O19", "method": "wB97M-V/def2-TZVPD", "species": ["C", "C", "C", "O", "C", "H", "H", "H", "H", "H", "H", "H", "H", "C", "C", "C", "O", "C", "H", "H", "H", "H", "H", "H", "H", "H", "C", "C", "C", "O", "C", "H", "H", "H", "H", "H", "H", "H", "H", "C", "C", "C", "O", "C", "H", "H", "H", "H", "H", "H", "H", "H", "C", "C", "C", "O", "C", "H", "H", "H", "H", "H", "H", "H", "H", "C", "C", "C", "O", "C", "H", "H", "H", "H", "H", "H", "H", "H", "C", "C", "C", "O", "C", "H", "H", "H", "H", "H", "H", "H", "H", "O", "C", "O", "C", "C", "C", "H", "H", "H", "H", "H", "H", "O", "C", "O", "C", "C", "C", "H", "H", "H", "H", "H", "H", "O", "C", "O", "C", "C", "C", "H", "H", "H", "H", "H", "H", "O", "C", "O", "C", "C", "C", "H", "H", "H", "H", "H", "H", "O", "C", "O", "C", "C", "C", "H", "H", "H", "H", "H", "H", "O", "C", "O", "C", "C", "C", "H", "H", "H", "H", "H", "H"], "coordinates": [[1.10, 1.75, 4.72], [1.88, 2.94, 4.16], [1.28, 4.16, 4.87], [0.48, 3.64, 5.94], [0.75, 2.26, 6.11], [1.75, 0.87, 4.69], [0.23, 1.58, 4.08], [1.91, 2.98, 3.07], [2.94, 2.92, 4.44], [0.63, 4.78, 4.26], [2.08, 4.81, 5.25], [-0.16, 1.81, 6.51], [1.62, 2.11, 6.76], [-0.70, -4.40, -0.66], [0.74, -4.24, -1.18], [1.60, -4.30, 0.08], [0.84, -5.04, 1.02], [-0.52, -4.64, 0.86], [-1.19, -5.27, -1.11], [-1.33, -3.54, -0.85], [0.87, -3.24, -1.62], [0.96, -4.89, -2.02], [1.84, -3.31, 0.48], [2.56, -4.79, -0.08], [-0.76, -3.77, 1.47], [-1.08, -5.51, 1.20], [2.25, 0.85, -3.64], [1.01, 0.84, -4.54], [1.26, 2.03, -5.45], [2.03, 2.97, -4.67], [2.64, 2.34, -3.58], [3.03, 0.27, -4.15], [2.02, 0.43, -2.67], [0.06, 0.95, -4.03], [1.00, -0.07, -5.14], [0.38, 2.56, -5.81], [1.87, 1.72, -6.31], [2.35, 2.73, -2.60], [3.73, 2.41, -3.69], [-1.89, -3.26, -4.53], [-1.57, -3.15, -6.03], [-1.30, -1.64, -6.24], [-1.44, -1.02, -4.98], [-1.23, -1.99, -3.98], [-1.53, -4.15, -4.02], [-2.96, -3.10, -4.37], [-2.44, -3.49, -6.60], [-0.74, -3.79, -6.32], [-1.97, -1.20, -6.98], [-0.28, -1.52, -6.60], [-1.66, -1.60, -3.06], [-0.16, -2.19, -3.76], [-4.80, 0.89, 2.06], [-3.84, 1.45, 3.14], [-3.35, 2.77, 2.54], [-3.46, 2.64, 1.13], [-4.65, 1.91, 0.90], [-5.84, 0.94, 2.37], [-4.46, -0.11, 1.78], [-3.04, 0.75, 3.35], [-4.35, 1.66, 4.08], [-2.33, 3.03, 2.83], [-3.98, 3.62, 2.85], [-4.57, 1.42, -0.07], [-5.50, 2.59, 0.95], [-4.80, -1.75, -2.18], [-6.14, -1.42, -1.55], [-6.35, -2.55, -0.55], [-5.02, -2.83, -0.07], [-4.04, -2.43, -1.02], [-4.28, -0.93, -2.66], [-4.94, -2.55, -2.92], [-6.98, -1.28, -2.23], [-6.08, -0.48, -0.99], [-6.74, -3.47, -1.00], [-6.94, -2.27, 0.32], [-3.35, -3.18, -1.40], [-3.50, -1.62, -0.50], [6.08, -2.16, -1.30], [5.04, -2.06, -2.41], [3.80, -1.57, -1.67], [3.91, -2.12, -0.34], [5.27, -2.44, -0.03], [6.72, -1.29, -1.11], [6.82, -2.95, -1.46], [4.83, -3.04, -2.84], [5.35, -1.36, -3.18], [2.85, -1.95, -2.03], [3.74, -0.48, -1.57], [5.24, -3.53, 0.12], [5.62, -2.01, 0.90], [-2.33, 0.49, -1.45], [-1.38, 0.36, -0.72], [-0.13, 0.35, -1.22], [0.87, 0.24, -0.23], [0.12, 0.05, 1.13], [-1.35, 0.07, 0.75], [1.50, 1.12, -0.04], [1.54, -0.59, -0.46], [0.38, 0.91, 1.75], [0.43, -0.80, 1.74], [-1.89, 0.86, 1.26], [-1.88, -0.86, 0.97], [-1.99, 2.94, -5.58], [-2.49, 2.99, -4.50], [-1.97, 3.80, -3.53], [-2.79, 3.73, -2.35], [-4.13, 3.28, -2.87], [-3.71, 2.26, -3.93], [-2.79, 4.68, -1.81], [-2.40, 2.96, -1.68], [-4.65, 4.10, -3.36], [-4.81, 2.87, -2.13], [-4.45, 2.12, -4.71], [-3.37, 1.30, -3.55], [6.10, -0.10, 5.15], [5.31, -0.71, 4.50], [4.02, -0.30, 4.34], [3.40, -1.06, 3.30], [4.08, -2.43, 3.36], [5.48, -2.09, 3.85], [3.57, -0.55, 2.35], [2.32, -1.15, 3.41], [4.00, -2.93, 2.40], [3.60, -3.03, 4.14], [6.15, -1.94, 3.00], [5.87, -2.77, 4.60], [-1.36, -2.34, 3.30], [-2.52, -2.52, 3.55], [-3.11, -2.00, 4.65], [-4.51, -2.32, 4.71], [-4.76, -3.33, 3.60], [-3.55, -3.22, 2.69], [-5.07, -1.39, 4.55], [-4.72, -2.71, 5.70], [-5.73, -3.15, 3.12], [-4.92, -4.37, 3.89], [-3.70, -2.64, 1.77], [-3.23, -4.20, 2.34], [3.46, 2.38, 0.10], [4.48, 2.15, 0.69], [4.71, 2.57, 1.94], [5.97, 2.01, 2.42], [6.30, 0.85, 1.50], [5.56, 1.17, 0.19], [5.93, 1.71, 3.46], [6.66, 2.86, 2.36], [6.06, -0.11, 1.93], [7.37, 0.88, 1.31], [5.04, 0.30, -0.19], [6.19, 1.69, -0.52], [-0.97, 7.00, 0.89], [-0.35, 6.03, 0.55], [0.18, 5.19, 1.48], [0.85, 4.06, 0.84], [0.28, 4.05, -0.56], [-0.03, 5.52, -0.84], [0.45, 3.25, 1.45], [1.93, 4.15, 0.85], [-0.69, 3.54, -0.56], [0.88, 3.51, -1.29], [-0.84, 5.68, -1.53], [0.85, 6.07, -1.18]], "lowdin_charge": [-0.15, -0.16, -0.18, -0.14, -0.20, 0.09, 0.10, 0.08, 0.11, 0.11, 0.11, 0.12, 0.12, -0.14, -0.15, -0.21, -0.13, -0.18, 0.11, 0.08, 0.08, 0.11, 0.10, 0.12, 0.09, 0.12, -0.15, -0.15, -0.17, -0.13, -0.20, 0.11, 0.07, 0.10, 0.10, 0.10, 0.12, 0.09, 0.11, -0.15, -0.15, -0.19, -0.15, -0.22, 0.10, 0.10, 0.10, 0.11, 0.12, 0.11, 0.10, 0.12, -0.14, -0.15, -0.19, -0.17, -0.20, 0.11, 0.09, 0.09, 0.11, 0.12, 0.12, 0.10, 0.12, -0.15, -0.17, -0.17, -0.17, -0.20, 0.10, 0.11, 0.12, 0.11, 0.12, 0.12, 0.10, 0.09, -0.15, -0.13, -0.20, -0.18, -0.20, 0.10, 0.11, 0.12, 0.12, 0.11, 0.09, 0.12, 0.08, 0.10, -0.46, 0.03, -0.13, -0.10, -0.05, 0.10, 0.10, 0.09, 0.10, 0.11, 0.11, 0.12, -0.47, 0.03, -0.17, -0.14, -0.06, 0.12, 0.09, 0.12, 0.11, 0.12, 0.10, 0.13, -0.49, 0.02, -0.15, -0.13, -0.06, 0.12, 0.12, 0.10, 0.12, 0.10, 0.13, 0.10, -0.48, 0.03, -0.14, -0.14, -0.07, 0.12, 0.12, 0.11, 0.12, 0.10, 0.12, 0.10, -0.47, 0.04, -0.11, -0.13, -0.04, 0.11, 0.13, 0.07, 0.12, 0.09, 0.14, 0.12, -0.48, 0.01, -0.14, -0.14, -0.05, 0.10, 0.11, 0.10, 0.10, 0.11, 0.14], "energy_ev": -94316.9652, "mol_weight_g_mol": 1021.289, "de_lowest_kj_mol": 52.6, "gap_ev": 9.30}



# 2
{"formula": "C52H98O16", "method": "wB97M-V/def2-TZVPD", "species": ["C", "C", "C", "O", "C", "H", "H", "H", "H", "H", "H", "H", "H", "C", "C", "C", "O", "C", "H", "H", "H", "H", "H", "H", "H", "H", "C", "C", "C", "O", "C", "H", "H", "H", "H", "H", "H", "H", "H", "C", "C", "C", "O", "C", "H", "H", "H", "H", "H", "H", "H", "H", "C", "C", "C", "O", "C", "H", "H", "H", "H", "H", "H", "H", "H", "C", "C", "C", "O", "C", "H", "H", "H", "H", "H", "H", "H", "H", "C", "C", "C", "O", "C", "H", "H", "H", "H", "H", "H", "H", "H", "C", "C", "C", "O", "C", "H", "H", "H", "H", "H", "H", "H", "H", "C", "C", "C", "O", "C", "H", "H", "H", "H", "H", "H", "H", "H", "C", "C", "C", "O", "C", "H", "H", "H", "H", "H", "H", "H", "H", "O", "C", "O", "C", "C", "C", "H", "H", "H", "H", "H", "H", "O", "C", "O", "C", "C", "C", "H", "H", "H", "H", "H", "H", "O", "C", "O", "C", "C", "C", "H", "H", "H", "H", "H", "H"], "coordinates": [[8.27, -3.88, -1.11], [9.15, -5.01, -0.69], [8.30, -6.26, -0.83], [6.96, -5.78, -1.05], [6.94, -4.41, -0.70], [8.09, -3.84, -2.19], [8.40, -2.92, -0.62], [9.42, -4.75, 0.33], [9.95, -5.12, -1.43], [8.30, -6.90, 0.05], [8.49, -6.91, -1.68], [6.64, -4.30, 0.35], [6.14, -3.95, -1.28], [-4.13, 1.04, -8.39], [-5.02, 1.77, -9.42], [-4.44, 3.16, -9.66], [-3.15, 3.01, -9.07], [-3.30, 2.23, -7.89], [-3.53, 0.36, -9.00], [-4.63, 0.47, -7.61], [-6.06, 1.87, -9.11], [-5.05, 1.26, -10.38], [-5.02, 3.96, -9.21], [-4.34, 3.48, -10.70], [-3.75, 2.74, -7.04], [-2.42, 1.99, -7.29], [0.49, 7.76, 1.26], [0.91, 9.23, 0.89], [1.07, 9.95, 2.22], [0.86, 9.01, 3.21], [0.03, 8.03, 2.73], [1.34, 7.08, 1.28], [-0.38, 7.34, 0.76], [0.29, 9.64, 0.11], [1.91, 9.23, 0.45], [0.40, 10.81, 2.29], [2.04, 10.41, 2.39], [-1.04, 8.26, 2.81], [0.10, 7.11, 3.30], [0.50, 1.09, 9.82], [0.49, 0.54, 11.23], [1.70, -0.22, 11.39], [2.04, -0.63, 10.12], [1.63, 0.24, 9.15], [0.89, 2.11, 9.80], [-0.49, 1.08, 9.37], [-0.33, -0.17, 11.37], [0.44, 1.31, 12.00], [1.51, -1.09, 12.02], [2.58, 0.36, 11.69], [1.08, -0.25, 8.34], [2.42, 0.90, 8.79], [1.33, -6.11, 4.30], [1.76, -5.18, 5.46], [3.11, -4.63, 4.89], [3.76, -5.83, 4.27], [2.75, -6.75, 4.04], [0.95, -5.62, 3.40], [0.71, -6.98, 4.51], [1.94, -5.67, 6.41], [0.97, -4.48, 5.70], [3.81, -4.02, 5.45], [2.83, -3.86, 4.17], [2.84, -7.59, 4.73], [2.92, -7.18, 3.05], [-9.04, -1.38, -3.42], [-8.24, -2.54, -3.03], [-7.98, -2.39, -1.55], [-8.61, -1.19, -1.21], [-9.60, -0.89, -2.12], [-9.81, -1.45, -4.19], [-8.39, -0.57, -3.73], [-7.33, -2.67, -3.61], [-8.92, -3.38, -3.19], [-6.94, -2.38, -1.25], [-8.56, -3.06, -0.91], [-9.75, 0.18, -1.98], [-10.59, -1.21, -1.79], [5.99, 3.43, -5.55], [6.80, 2.51, -4.66], [5.63, 1.95, -3.86], [4.62, 1.69, -4.80], [4.68, 2.73, -5.85], [6.41, 3.76, -6.50], [5.67, 4.34, -5.03], [7.45, 3.17, -4.08], [7.47, 1.81, -5.16], [5.41, 2.64, -3.05], [5.90, 1.01, -3.38], [3.86, 3.43, -5.72], [4.81, 2.34, -6.86], [-7.22, 4.74, -0.57], [-8.40, 5.57, -1.07], [-7.79, 6.85, -1.60], [-6.39, 6.68, -1.51], [-6.03, 5.70, -0.62], [-7.09, 3.94, -1.30], [-7.43, 4.30, 0.40], [-9.08, 5.93, -0.30], [-8.83, 4.90, -1.81], [-8.20, 7.73, -1.11], [-8.23, 7.02, -2.59], [-5.89, 6.16, 0.36], [-5.04, 5.26, -0.73], [-1.39, 0.18, 0.02], [-0.11, 0.26, 0.78], [0.66, -0.92, 0.15], [0.18, -1.10, -1.20], [-0.91, -0.12, -1.43], [-1.92, 1.13, 0.12], [-1.96, -0.66, 0.42], [-0.31, -0.01, 1.82], [0.58, 1.09, 0.69], [0.35, -1.73, 0.81], [1.74, -0.73, 0.13], [-1.70, -0.48, -2.08], [-0.54, 0.80, -1.88], [-5.40, 0.09, 6.37], [-5.74, 1.51, 6.93], [-7.24, 1.69, 6.57], [-7.27, 0.95, 5.36], [-6.29, -0.07, 5.16], [-5.68, -0.68, 7.09], [-4.34, -0.03, 6.15], [-5.19, 2.27, 6.37], [-5.56, 1.71, 7.98], [-7.57, 2.71, 6.35], [-7.74, 1.21, 7.42], [-5.79, 0.17, 4.23], [-6.71, -1.04, 4.89], [6.41, 1.35, 2.84], [6.75, 2.51, 2.95], [6.09, 3.41, 2.35], [6.60, 4.70, 2.33], [7.90, 4.56, 3.15], [8.10, 3.05, 3.34], [5.85, 5.41, 2.71], [6.81, 5.03, 1.32], [8.01, 5.13, 4.07], [8.63, 4.95, 2.44], [8.40, 2.76, 4.35], [8.84, 2.67, 2.64], [-2.53, -6.78, -0.12], [-1.63, -7.52, -0.55], [-1.56, -8.77, -0.28], [-0.32, -9.36, -0.85], [0.22, -8.38, -1.82], [-0.49, -7.06, -1.45], [-0.70, -10.20, -1.44], [0.46, -9.78, -0.22], [-0.01, -8.75, -2.82], [1.27, -8.08, -1.73], [-0.97, -6.69, -2.36], [0.24, -6.38, -1.01], [1.12, -6.07, -7.22], [1.93, -5.23, -7.14], [2.34, -4.55, -8.28], [3.26, -3.54, -8.03], [3.82, -3.87, -6.67], [2.74, -4.72, -5.95], [2.70, -2.62, -7.88], [4.02, -3.46, -8.81], [4.12, -2.97, -6.12], [4.66, -4.53, -6.87], [2.04, -4.09, -5.40], [3.05, -5.55, -5.31]], "lowdin_charge": [-0.19, -0.17, -0.19, -0.14, -0.25, 0.12, 0.12, 0.12, 0.11, 0.11, 0.12, 0.12, 0.12, -0.14, -0.17, -0.20, -0.14, -0.22, 0.11, 0.11, 0.10, 0.10, 0.11, 0.12, 0.11, 0.12, -0.12, -0.16, -0.23, -0.12, -0.25, 0.10, 0.10, 0.11, 0.10, 0.11, 0.12, 0.12, 0.12, -0.14, -0.20, -0.25, -0.12, -0.22, 0.10, 0.11, 0.12, 0.12, 0.13, 0.13, 0.12, 0.12, -0.14, -0.16, -0.14, -0.14, -0.27, 0.11, 0.10, 0.11, 0.10, 0.11, 0.10, 0.11, 0.11, -0.19, -0.18, -0.19, -0.14, -0.25, 0.12, 0.12, 0.12, 0.12, 0.12, 0.12, 0.12, 0.12, -0.21, -0.16, -0.24, -0.13, -0.17, 0.11, 0.11, 0.11, 0.11, 0.12, 0.12, 0.12, 0.11, -0.16, -0.17, -0.22, -0.11, -0.23, 0.11, 0.11, 0.11, 0.11, 0.11, 0.11, 0.11, 0.12, -0.18, -0.21, -0.20, -0.15, -0.16, 0.11, 0.12, 0.11, 0.11, 0.11, 0.12, 0.11, 0.11, -0.16, -0.16, -0.19, -0.16, -0.21, 0.11, 0.11, 0.10, 0.10, 0.12, 0.11, 0.11, 0.12, 0.10, -0.54, 0.06, -0.15, -0.14, -0.06, 0.13, 0.12, 0.11, 0.10, 0.13, 0.13, 0.07, -0.52, 0.07, -0.12, -0.17, -0.06, 0.12, 0.13, 0.12, 0.11, 0.13, 0.13, 0.14, -0.47, 0.01, -0.21, -0.15, -0.05, 0.12, 0.13, 0.12, 0.11, 0.12, 0.12], "energy_ev": -88262.0052, "mol_weight_g_mol": 979.340, "de_lowest_kj_mol": 732.8, "gap_ev": 9.38}